A molecular structure, C16H20Cl6IrN2O6S, computed with ωB97M-V/def2-TZVPD.

Calculated values
Spin multiplicity = 2
Kohn-Sham gap (spin up / spin down) = 0.2627 / 0.2255 hartree
⟨S²⟩ = 0.779
Lowest unoccupied orbital energy (spin up / spin down) = -7.80 / -9.11 eV
Net charge = +2
Calculated total energy = -120964.963 eV
HOMO level (spin up / spin down) = -14.95 / -15.25 eV

Last column: Mulliken charge in e.
Element x y z (Å)
Ir (1.2619, 0.1384, -0.0785)  1.3376
H (2.4875, -3.7059, 0.8461)  0.2278
N (-2.7184, 1.5600, -0.4272)  0.0328
C (-4.5747, 0.6498, 0.8900)  -0.3082
C (0.9082, -3.2252, -2.5537)  -0.3931
Cl (6.6499, 0.8452, 0.7101)  -0.1104
C (-3.0130, 2.9662, -0.0381)  -0.7828
H (-5.6777, 2.4747, 0.5574)  0.3306
H (-1.0447, -3.5350, -3.4666)  0.3446
H (0.2484, -5.1819, -0.6718)  0.4574
C (-4.9552, 2.0776, 1.2775)  -0.7536
H (-3.4965, -0.3639, -0.7194)  0.4296
O (0.6384, 0.0172, 1.7769)  -0.6033
H (-0.2459, -5.0318, -2.9633)  0.3194
O (1.2093, -1.8612, -0.3033)  -0.2209
H (-3.9859, 4.0043, 1.5495)  0.3440
H (-3.6487, 3.3700, -0.8290)  0.3210
H (0.3209, -4.1736, -4.3852)  0.3817
H (-3.0247, 2.6295, 2.0795)  0.2675
C (-1.5283, 1.1524, -0.6055)  0.6100
H (-3.9113, 0.2181, 1.6465)  0.1545
O (-1.4355, -1.1616, 1.1523)  -0.5038
C (4.1012, 1.5517, 0.3779)  0.7060
O (1.8190, 2.1342, 0.1002)  -0.9194
H (1.8700, -3.7229, -2.4418)  0.3180
H (2.7083, -4.7081, -0.6035)  0.3167
N (-0.4315, 0.8070, -0.8327)  -0.4561
C (0.6325, -4.3853, -0.0278)  -0.4878
Cl (5.0512, 5.9619, 0.0711)  -0.1010
C (-3.7188, 2.9753, 1.3077)  -0.4391
H (0.0114, -4.3620, 0.8678)  0.3888
H (-4.5264, 0.9750, -1.2594)  0.3649
C (2.1034, -4.5577, 0.2894)  -1.0923
H (-2.0744, 3.5168, -0.0338)  0.4671
C (-0.0823, -4.0392, -3.3831)  -1.1661
H (1.0758, -2.2407, -2.9950)  0.3484
Cl (7.2988, 3.8579, 0.4252)  -0.0566
O (-0.0556, -2.0173, 2.8693)  -0.5697
Cl (2.0840, 4.9752, -0.1014)  -0.0978
C (5.3994, 1.9636, 0.4630)  -0.2301
C (3.3573, 3.8889, 0.1011)  0.3960
H (-5.4564, 0.0106, 0.8313)  0.3595
S (0.2065, -2.8772, -0.9270)  0.3455
Cl (3.7235, -0.1346, 0.5439)  -0.1341
H (-5.4457, 2.0836, 2.2496)  0.3539
O (-1.2309, 0.0092, 3.2046)  -0.5448
Cl (-0.6225, -0.8587, 2.2891)  1.6546
C (4.6682, 4.3097, 0.1792)  -0.0549
C (-3.8749, 0.6213, -0.4575)  -0.7889
C (3.0333, 2.4805, 0.1851)  0.2590
C (5.6989, 3.3608, 0.3491)  0.5836
H (2.2127, -5.4428, 0.9142)  0.3943


A gas-phase ion, C25H48BClF3N2O4 (charge +1) at a distorted geometry, computed with ωB97M-V/def2-TZVPD.

Calculated values
Kohn-Sham gap = 0.2261 hartree
Lowest unoccupied orbital energy = -4.79 eV
Net charge = +1
Calculated total energy = -59206.213 eV
HOMO level = -10.95 eV
Structure (SMILES) = CCOCC1=[N+](B(O)N(C)C)[C@@H](COC)[C@H](C(F)(F)F)[C@@]1(Cl)CCCCCCCCCCCCOC

Last column: Mulliken charge in e.
Element x y z (Å)
C (7.3583, 1.4867, -0.5456)  -0.7600
Cl (2.5821, 1.4881, 1.2326)  -0.0866
H (-8.4935, 1.1498, -0.7233)  0.3428
C (4.0483, -4.2419, 3.1433)  -0.9668
C (3.4008, -0.6008, -0.3117)  -0.0709
H (2.6886, -2.6912, 0.2753)  0.3617
H (-7.8814, 0.4419, 0.9725)  0.2522
H (-6.3554, -1.3498, -0.2166)  0.1788
C (0.9950, 2.6306, -1.4203)  0.6529
H (0.7901, -1.6206, 0.3575)  0.2496
C (-8.5673, -1.8567, -0.6978)  -0.4219
H (-2.0577, -0.8907, 1.3602)  0.2851
B (5.6494, -0.1635, -1.4053)  0.5606
C (0.6298, -0.4434, 0.3167)  -0.5101
H (-5.5597, 1.1690, -1.1604)  0.2270
H (-6.5487, 2.7238, -0.4497)  0.3614
H (7.1916, 2.0928, 0.4678)  0.2582
N (6.7051, 0.1360, -0.3554)  -0.0048
C (-7.6002, 0.6430, -0.1513)  -0.4775
H (5.2365, 2.3210, -3.1401)  0.3505
C (2.0151, 0.3140, -0.1367)  0.6716
F (1.7754, 3.8998, -1.2291)  -0.2615
H (4.1832, 4.4203, -5.0172)  0.2499
H (-10.2925, -3.5731, -1.0721)  0.2592
O (-8.1410, -3.2866, -0.8305)  -0.3257
H (-2.8095, 1.0704, 0.7768)  0.0483
C (4.8530, -3.5018, 1.9081)  -0.2827
N (4.2075, 0.2745, -1.0492)  0.2620
H (-4.8677, 0.4098, 1.0684)  0.0178
C (-4.3110, 2.6800, 1.3617)  -0.6809
O (3.2798, 2.9993, -3.6588)  -0.2762
C (3.7035, 3.3302, -5.0309)  -0.7084
H (6.0013, -3.3945, 2.2073)  0.2700
H (4.8325, -4.2563, 1.0020)  0.2998
C (-1.8966, 0.0990, 3.5256)  -0.6132
H (4.0477, 2.5980, -0.9328)  0.1232
C (-5.4300, 1.4620, 1.1126)  -0.4010
H (-4.0424, 0.8713, 3.4583)  0.1999
H (7.2516, -1.7686, 0.5820)  -0.0180
H (7.9371, -1.5746, -1.1765)  0.2391
H (4.7481, -5.1129, 3.5606)  0.3256
H (8.6697, -0.5481, 0.3184)  0.4002
C (-2.9814, 1.2660, 3.1501)  -0.5455
H (-4.2563, 3.3626, 0.4064)  0.3407
H (3.9785, 0.9547, -3.7298)  0.3090
F (0.3017, 2.6234, -2.7350)  -0.2651
H (-1.0142, 0.5297, 4.1642)  0.2851
H (6.8425, 2.1349, -1.3944)  0.1960
H (-2.4760, -0.6854, 4.2144)  0.3256
C (-9.3223, -4.1820, -0.7441)  -0.5874
C (3.7324, -2.1199, 0.2414)  -0.7080
C (-1.3153, -0.7567, 2.2549)  -0.5475
C (-7.2471, -0.8493, -0.8081)  -0.4892
O (4.3529, -2.1506, 1.5824)  -0.2755
C (2.0203, 1.3220, -1.4292)  -0.2220
H (3.0370, -4.6989, 2.7708)  0.2535
O (5.8640, -0.8550, -2.6947)  -0.5809
H (-9.1012, -1.7717, 0.3655)  0.2824
H (-4.6110, 3.2703, 2.3449)  0.2813
H (-2.0372, 2.7126, 1.5273)  0.1522
H (-9.3344, -1.5435, -1.5549)  0.2511
H (6.8327, -0.8811, -2.9547)  0.3239
H (3.8027, -3.4478, 3.9716)  0.2754
H (-6.9599, -0.7319, -1.9406)  0.2660
H (8.5161, 1.4364, -0.7150)  0.3771
C (-2.8738, 1.8672, 1.6307)  -0.0546
C (4.1177, 1.9347, -3.0662)  -0.6082
H (4.3982, -2.7537, -0.5189)  0.3661
F (-0.0152, 2.5906, -0.3381)  -0.1805
H (-2.7548, 2.1794, 3.8849)  0.2769
C (-6.2401, 1.6042, -0.3056)  -0.5431
C (7.7082, -0.9849, -0.1918)  -0.6759
H (-9.5321, -4.5481, 0.3592)  0.2275
H (2.7197, 3.4400, -5.6945)  0.2510
C (3.6598, 1.6422, -1.4884)  -0.2845
H (4.4348, 2.5475, -5.5139)  0.3162
H (-1.0293, -1.8618, 2.6042)  0.3815
H (-9.2444, -5.0864, -1.5126)  0.2367
H (-6.1157, 1.4163, 2.0637)  0.3353
H (0.8824, -0.2947, 2.6460)  0.3096
C (0.0987, 0.0116, 1.7993)  -0.5759
H (-0.1703, 1.1730, 1.8546)  0.2308
H (1.6334, 0.6215, -2.3100)  0.4014
H (-0.2283, -0.2738, -0.4925)  0.3105


A molecular structure, C32H28FeN9O5S2 at a distorted geometry, computed with ωB97M-V/def2-TZVPD.

Calculated values
Kohn-Sham gap (spin up / spin down) = 0.2595 / 0.2595 hartree
Lowest unoccupied orbital energy (spin up / spin down) = -2.85 / -2.85 eV
Net charge = +1
Calculated total energy = -113343.441 eV
HOMO level (spin up / spin down) = -9.91 / -9.91 eV

Last column: Mulliken charge in e.
Element x y z (Å)
C (-3.4298, 0.2789, -1.7443)  -0.7029
N (3.2157, -1.9416, -3.0137)  -0.0950
N (-0.4766, -2.8578, 2.5214)  0.0254
H (2.1191, -2.4174, 0.1304)  0.0464
S (-1.7816, -2.2477, -0.1414)  0.0130
H (-0.5662, 4.4334, 3.6013)  0.4344
H (4.5791, 3.1403, -0.7963)  0.2624
Fe (0.6659, 0.4436, -0.6835)  1.2836
C (2.6112, -1.7836, -1.8169)  -0.0796
H (-4.7063, -5.8187, 1.4424)  0.4052
H (-3.8644, 1.9378, 0.1092)  -0.0164
H (-3.4563, -6.1462, 3.5554)  0.3943
C (-3.4174, -4.2454, 0.7583)  -0.4750
N (1.6337, 3.9758, -1.7608)  -0.2597
H (4.4155, 0.7728, 3.0653)  0.5106
H (-4.7812, 5.1457, 3.3379)  0.3978
H (3.6068, -1.0373, 4.6060)  0.4469
C (1.3397, 1.1336, -3.3900)  1.0652
C (-2.4339, -1.2744, -3.2597)  -0.8813
H (0.8515, 3.4564, -2.1594)  0.2541
C (3.4355, -0.8357, -5.2104)  0.4676
N (-0.6839, 1.5153, 0.2973)  0.1149
N (-0.4253, -1.5412, 0.5716)  0.2622
H (-3.9567, -4.0900, -0.1687)  0.4450
C (-2.0273, -4.6117, 3.1237)  -0.7762
O (4.1287, -1.7468, -5.5926)  -0.6119
C (2.8033, 0.4558, 1.6898)  -0.7257
O (2.1681, 2.1993, -0.4651)  -0.5721
C (1.2687, -1.1702, 2.1714)  0.2185
C (2.0811, -0.1014, -3.0732)  -0.8019
C (2.7257, -2.7585, -0.7018)  -1.0118
H (-2.4876, -1.9673, -4.0870)  0.5230
H (1.5861, -2.2756, 4.0023)  0.5124
H (-4.9333, 3.4957, 1.5022)  0.4103
C (-1.9072, 1.4284, -0.0632)  1.0121
C (-3.1403, -5.3953, 2.8443)  -0.5525
C (-1.2215, -1.0239, -2.6373)  -0.1452
H (-4.5242, -0.7954, -3.2464)  0.4727
C (2.8928, -0.8872, -3.8256)  0.2094
C (0.0334, -1.8856, 1.7059)  0.9742
O (0.5381, 1.5022, -2.4733)  -0.6248
C (-1.6088, -3.6498, 2.2227)  -0.5331
C (1.9272, -1.4888, 3.3454)  -1.0910
C (-2.8458, 3.0457, 1.5347)  -0.1980
C (-2.6676, 4.8993, 3.5891)  -0.7482
H (-0.0366, -3.0383, 3.4059)  -0.0028
O (1.5271, 1.6944, -4.4757)  -0.9284
H (2.5132, 0.8410, -5.4196)  0.3852
H (3.8182, -2.6929, -3.3205)  0.2677
C (-3.8381, -5.2139, 1.6639)  -0.8327
H (3.1137, 1.2234, 0.9984)  0.5584
C (-3.5571, -0.6195, -2.7951)  -1.0020
H (1.9698, 4.7822, -2.2584)  0.2451
H (3.7614, -2.8579, -0.3744)  0.3977
C (-1.5294, 4.2336, 3.1467)  -0.7451
H (-4.3072, 0.7995, -1.3888)  0.5420
N (-1.1051, -0.1817, -1.6180)  0.2407
C (-2.1830, 0.4773, -1.1846)  0.6120
C (3.8094, 3.9017, -0.6832)  -1.3688
N (1.9185, -0.6566, -1.8302)  0.8201
C (-3.8905, 4.6339, 3.0008)  -0.6121
C (-2.3067, -3.4688, 1.0344)  0.8832
C (2.4697, 3.2857, -0.9817)  0.4710
H (2.3709, -3.7416, -1.0131)  0.3746
S (-0.1425, 2.4658, 1.6175)  -0.1918
N (1.6959, -0.2098, 1.3571)  0.5915
C (-3.9779, 3.7056, 1.9699)  -0.6665
C (-1.6180, 3.3066, 2.1245)  1.0350
H (3.8174, 4.2403, 0.3537)  0.2504
H (-1.4837, -4.7507, 4.0517)  0.4146
C (3.0768, -0.7942, 3.6948)  -0.8150
H (4.0382, 4.7453, -1.3307)  0.5202
H (-2.5924, 5.6212, 4.3904)  0.4004
H (-0.3108, -1.5128, -2.9584)  0.3112
C (3.5257, 0.1991, 2.8478)  -0.9181
O (3.1176, 0.2183, -5.9271)  -0.5591
N (-2.9481, 2.0983, 0.4847)  0.0626


A gas-phase ion, C9H12N2O2 (charge +2) at a distorted geometry, computed with ωB97M-V/def2-TZVPD.

Calculated values
Kohn-Sham gap (spin up / spin down) = 0.2091 / 0.2093 hartree
Lowest unoccupied orbital energy (spin up / spin down) = -10.65 / -10.64 eV
Net charge = +2
Calculated total energy = -16578.151 eV
HOMO level (spin up / spin down) = -16.34 / -16.34 eV

Last column: Mulliken charge in e.
Element x y z (Å)
C (-4.1455, 1.8463, 0.3530)  0.2612
C (-4.1041, -0.7195, -0.2128)  -0.4422
H (3.8755, 1.4086, 0.2331)  0.3877
C (1.9449, -1.2550, -0.5516)  -1.0370
O (-2.8225, -1.4162, -0.1776)  -0.0621
H (1.5612, 2.4495, 0.8126)  0.4717
C (0.6018, -0.6726, -0.1538)  0.6279
H (2.1445, 1.4230, 1.8317)  0.4514
H (3.9602, -0.9516, -0.4509)  0.4156
H (2.1325, -1.3902, -1.7065)  0.4158
H (2.6455, 1.4533, -1.1702)  0.3170
H (-4.3192, 2.8860, 0.6216)  0.4156
H (-4.9051, -1.3271, 0.3467)  0.3323
C (1.7993, 1.4112, 0.8481)  -0.7820
H (-0.6006, -2.1169, -1.0726)  0.4940
N (-1.7667, -0.6562, -0.2644)  0.2052
C (2.9100, 0.9977, -0.1243)  -0.5671
O (-0.4552, 0.9268, 1.2539)  -0.4459
C (-4.1461, 0.6690, 0.0884)  -0.3940
C (-0.6005, -1.1628, -0.6138)  -0.8155
H (1.8427, -2.3846, -0.3765)  0.5164
N (3.0919, -0.4933, 0.0145)  -0.0920
C (0.5680, 0.5520, 0.7227)  0.6034
H (3.1309, -0.6267, 1.0393)  0.4133
H (-4.3434, -0.8506, -1.2908)  0.3092


A molecular structure, C8H11AgBIN at a distorted geometry, computed with ωB97M-V/def2-TZVPD.

Calculated values
Kohn-Sham gap = 0.1998 hartree
Lowest unoccupied orbital energy = -6.76 eV
Net charge = +1
Calculated total energy = -22724.634 eV
HOMO level = -12.20 eV

Last column: Mulliken charge in e.
Element x y z (Å)
I (2.1791, 1.9650, -2.3953)  0.1185
H (-5.0307, 0.3400, -1.1335)  0.2936
C (-4.0284, -0.0032, -0.5778)  -0.1236
Ag (0.4693, -2.4003, 2.1911)  0.4034
H (4.7330, -0.0380, -0.0435)  0.2524
C (-2.8231, -1.6233, 0.6800)  -0.1364
B (0.0071, 1.5552, -0.0504)  0.2592
H (3.6662, -1.4814, 0.5469)  0.2083
C (2.4803, 0.4947, 0.4015)  -0.0711
H (0.0567, 2.6612, 0.3455)  -0.0288
N (-4.1486, -1.3418, 0.0627)  -0.3816
H (-0.5096, -1.2187, 1.2740)  0.3709
C (1.3411, 0.8159, -0.7326)  -0.7844
C (-1.3747, 0.6635, -0.0125)  0.2455
H (2.9903, 1.4967, 0.7258)  0.3105
C (-2.8083, 1.0294, -0.6917)  -0.4363
H (-2.7774, -2.6900, 1.2197)  0.1185
H (1.9325, 0.0461, 1.3331)  0.0404
C (-1.4571, -0.7869, 0.7231)  0.2831
H (-2.9345, 2.0418, -1.2799)  0.2802
C (3.6542, -0.5127, -0.1474)  -0.8437
H (0.9860, -0.2354, -1.1720)  0.3156
H (3.3966, -0.7778, -1.2666)  0.3060